[1]
Below is a structure of composition C5H10BaO3, with properties calculated with ωB97M-V/def2-TZVPD.

Atoms and positions in Å:
O  -0.603  -1.001  -3.162
C  -0.937  0.163  -2.529
C  0.455  0.754  -2.183
O  0.883  0.567  -0.840
C  2.111  -0.257  -0.614
C  2.150  -0.802  0.753
O  0.845  -1.475  0.953
C  0.860  -2.561  1.843
Ba  -0.819  0.073  0.741
H  -2.003  -0.205  -2.396
H  -1.483  1.090  -2.174
H  0.388  1.847  -2.315
H  1.284  0.456  -2.843
H  2.976  0.396  -0.803
H  2.072  -1.033  -1.395
H  2.166  0.031  1.487
H  -0.159  -2.968  1.905
H  1.549  -3.337  1.477
H  1.184  -2.243  2.847

Forces on the atoms, in the same order (eV/Å):
O -0.50 0.77 -2.83
C 1.70 -2.08 1.08
C 0.72 1.39 1.23
O 1.37 0.13 0.06
C 0.15 -0.28 -0.19
C 0.41 0.45 0.12
O 0.86 -1.49 0.21
C 0.40 -0.37 0.16
Ba -2.31 1.10 0.15
H -0.83 -1.87 3.31
H -0.86 2.91 -3.60
H 0.02 -0.03 0.13
H -0.80 -0.66 -0.07
H -0.17 -0.15 0.14
H -0.06 0.16 0.22
H 0.01 -0.11 0.00
H 0.12 0.03 0.01
H -0.17 0.19 0.11
H -0.06 -0.10 -0.24

Its charge is -1. Its multiplicity is 2. The expectation value of S² is 0.754. The calculation puts the LUMO energy (alpha / beta) at 0.0908 / 0.1033 Ha.

Löwdin charges, unit e, in atom order: -0.2732 -0.5643 -0.2710 -0.5385 -0.2657 -0.2560 -0.7112 -0.1705 1.2530 0.0613 0.0266 0.0946 0.1203 0.1111 0.1159 0.0284 0.0673 0.0878 0.0839


[2]
Below is a structure of composition C11H8ClNO4Ti, with properties calculated with ωB97M-V/def2-TZVPD.

Atoms and positions in Å:
Ti  0.033  0.046  -0.413
O  0.176  3.123  -0.060
C  0.123  1.981  -0.217
C  -0.062  -1.898  -0.381
O  -0.117  -3.048  -0.322
C  1.978  -0.046  -0.409
O  3.129  -0.102  -0.377
C  -1.912  0.141  -0.453
O  -3.065  0.196  -0.445
C  0.062  0.684  -5.507
H  -0.837  1.342  -5.626
H  1.023  1.253  -5.605
C  0.002  -0.593  -5.561
H  0.905  -1.240  -5.711
H  -0.956  -1.150  -5.731
Cl  -1.813  1.875  4.693
C  -0.820  0.786  3.822
C  -0.019  -0.148  4.493
C  0.778  -1.008  3.747
C  0.779  -0.937  2.373
N  0.011  -0.048  1.742
C  -0.793  0.817  2.420
H  -0.027  -0.188  5.569
H  1.411  -1.747  4.266
H  1.427  -1.630  1.798
H  -1.417  1.540  1.895

Forces on the atoms, in the same order (eV/Å):
Ti 0.00 0.00 0.21
O -0.18 -4.25 -0.54
C 0.24 8.77 0.76
C -0.24 -8.64 0.01
O 0.18 4.11 -0.17
C 8.65 -0.60 -0.06
O -4.13 0.21 -0.08
C -8.84 0.62 -0.23
O 4.33 -0.22 0.00
C 0.23 4.60 -0.59
H 0.75 -0.77 0.42
H -0.83 -0.70 0.40
C -0.21 -4.54 -1.01
H -0.77 0.74 0.47
H 0.83 0.67 0.49
Cl 0.15 -0.17 -0.23
C 0.01 0.00 -0.45
C -0.10 0.15 -0.66
C 0.43 -0.51 0.90
C 0.57 -0.64 0.47
N -0.69 0.85 -1.49
C 0.40 -0.52 1.32
H 0.00 -0.01 0.21
H -0.39 0.46 -0.40
H -0.59 0.66 0.28
H 0.22 -0.26 -0.03

Its charge is +2. The calculation puts the energy above the lowest of the compared OMol25 structures with the same formula, charge and spin at 1.755 eV. Its multiplicity is 3. The expectation value of S² is 2.011. The calculation puts the LUMO energy (alpha / beta) at -0.3883 / -0.4079 Ha.

Löwdin charges, unit e, in atom order: 0.6364 0.2616 -0.0490 -0.0512 0.2618 -0.0413 0.2624 -0.0391 0.2618 -0.1288 0.0704 0.0701 -0.1252 0.0714 0.0718 0.8103 -0.6050 0.0032 0.0124 -0.1121 -0.0743 -0.1061 0.1362 0.1506 0.1345 0.1170


[3]
Below is a structure of composition C20H16ClO5PdS4, with properties calculated with ωB97M-V/def2-TZVPD.

Atoms and positions in Å:
Pd  -0.638  -0.704  -0.722
O  -3.873  -2.785  -1.228
S  -2.742  -1.924  -1.080
O  -2.907  -0.515  -1.511
O  -1.493  -2.421  -1.806
O  -2.237  -1.817  0.363
C  -0.193  -0.366  2.180
C  0.422  -1.556  2.614
C  1.825  -1.649  2.733
C  2.427  -2.821  3.140
C  1.653  -3.943  3.434
C  0.267  -3.879  3.301
C  -0.343  -2.709  2.896
H  0.409  0.517  1.999
H  -1.267  -0.256  2.208
H  2.426  -0.785  2.475
H  3.507  -2.873  3.212
H  2.127  -4.863  3.752
H  -0.335  -4.757  3.496
H  -1.416  -2.668  2.750
O  -0.429  1.263  -1.082
C  -0.180  1.820  -2.341
C  -1.107  3.019  -2.493
C  -1.403  3.764  -3.593
C  -2.261  4.863  -3.297
C  -2.587  4.921  -1.975
S  -1.870  3.648  -1.091
C  1.268  2.309  -2.334
C  2.041  2.743  -3.367
C  3.327  3.186  -2.942
C  3.490  3.077  -1.593
S  2.100  2.434  -0.840
C  -0.362  0.812  -3.457
C  0.532  -0.155  -3.814
C  0.017  -1.049  -4.787
C  -1.259  -0.735  -5.149
S  -1.841  0.623  -4.309
H  -1.031  3.537  -4.582
H  -2.625  5.564  -4.036
H  -3.226  5.636  -1.481
H  1.707  2.734  -4.396
H  4.088  3.563  -3.612
H  4.367  3.317  -1.012
H  1.522  -0.223  -3.386
H  0.562  -1.899  -5.174
H  -1.896  -1.254  -5.848
Cl  1.577  -1.491  -0.740

Forces on the atoms, in the same order (eV/Å):
Pd 0.80 0.00 -0.26
O 0.04 -0.04 0.05
S -0.24 0.13 -0.18
O -0.27 -0.28 0.11
O -0.26 0.23 0.13
O 0.15 0.04 -0.24
C 0.11 0.15 0.46
C -0.12 0.11 -0.19
C 0.16 0.00 0.03
C -0.04 0.01 0.01
C 0.00 0.03 0.00
C 0.00 0.04 -0.01
C -0.09 -0.14 0.04
H -0.01 -0.02 -0.11
H -0.02 -0.06 -0.15
H -0.02 -0.03 0.00
H -0.01 0.00 0.02
H 0.00 0.00 -0.02
H 0.00 0.01 0.01
H 0.04 0.00 0.01
O -0.21 -0.35 0.32
C 0.20 0.25 -0.12
C 0.01 -0.01 0.03
C -0.08 0.17 -0.05
C 0.04 -0.07 -0.05
C 0.05 0.00 -0.05
S 0.00 -0.11 0.06
C -0.05 0.04 0.09
C 0.15 0.05 -0.05
C -0.10 -0.01 -0.08
C 0.00 0.02 -0.05
S -0.08 -0.07 0.04
C -0.16 0.01 0.01
C 0.12 -0.12 -0.16
C 0.01 0.01 0.05
C 0.05 -0.08 0.00
S -0.10 0.09 0.05
H 0.01 0.00 0.03
H 0.01 -0.02 0.01
H 0.01 -0.02 -0.02
H 0.01 0.00 0.03
H -0.01 -0.03 0.02
H -0.03 0.00 -0.01
H -0.04 -0.04 0.04
H 0.00 0.03 -0.01
H 0.03 0.02 0.01
Cl -0.07 0.03 0.16

Its charge is -1. The calculation puts the energy above the lowest of the compared OMol25 structures with the same formula, charge and spin at 0.378 eV. Its multiplicity is 5. The expectation value of S² is 6.051. The calculation puts the LUMO energy (alpha / beta) at 0.0927 / 0.0093 Ha.

Löwdin charges, unit e, in atom order: 0.9594 -0.2830 0.2750 -0.3923 -0.3874 -0.3843 0.0272 -0.3455 -0.0838 -0.0996 -0.1011 -0.0917 -0.0428 0.0575 0.0578 0.1050 0.0961 0.0907 0.0973 0.1053 -0.3412 -0.5925 -0.4776 -0.1507 -0.1918 -0.4280 1.0815 -0.4624 -0.1246 -0.1921 -0.4278 1.0522 -0.4763 -0.1529 -0.1731 -0.4070 1.0809 0.1057 0.0930 0.0558 0.1167 0.0923 0.0558 0.0914 0.1011 0.0629 -0.0510


[4]
Below is the molecule C6H6N2O2S4, with properties calculated with ωB97M-V/def2-TZVPD.

Atoms and positions in Å:
C  -1.380  1.949  0.271
C  0.984  -0.814  -1.410
C  1.160  -1.905  0.684
C  -2.087  1.084  1.303
C  1.490  -2.119  -1.786
C  0.484  0.498  0.763
N  -0.163  1.434  -0.047
N  0.872  -0.796  -0.023
O  -1.918  2.793  -0.414
O  0.669  0.110  -2.101
S  1.518  -1.954  2.208
S  1.250  -3.294  -0.408
S  -0.804  -0.092  2.021
S  1.987  1.281  1.508
H  -2.744  1.475  2.176
H  -2.709  0.444  0.718
H  1.102  -2.603  -2.655
H  2.584  -2.224  -1.873
H  0.391  1.995  -0.667
H  1.521  2.512  1.704

Forces on the atoms, in the same order (eV/Å):
C -1.50 -0.21 -0.64
C -0.80 0.84 0.91
C 0.52 -1.21 -1.82
C 0.16 -0.63 2.10
C 1.62 -3.13 -0.34
C -0.22 -1.19 0.59
N -0.02 0.41 0.37
N -0.49 3.12 0.87
O 0.32 0.17 0.79
O 0.43 0.06 -0.91
S 0.38 -0.42 2.70
S -0.37 0.57 0.28
S -0.19 1.51 -0.77
S 0.68 -1.06 -0.13
H 1.45 0.04 -1.79
H -0.72 -0.29 -0.47
H -0.60 0.35 -0.81
H -0.24 1.04 -0.30
H 0.13 -0.07 -0.42
H -0.55 0.09 -0.20

The calculation puts the energy above the lowest of the compared OMol25 structures with the same formula, charge and spin at 1.393 eV. The SMILES is O=C1CS[C@@](S)(N2C(=O)CSC2=S)N1. The calculation puts the LUMO energy at -0.0087 Ha.

Löwdin charges, unit e, in atom order: -0.5248 -0.4857 -1.2139 -0.3057 -0.3264 -0.9085 0.0137 -0.1067 0.0801 0.1339 0.7161 0.9474 0.8425 0.7545 0.1207 0.0624 0.0848 0.1028 0.1436 -0.1307